(1)
Formula: C3H7NO2
Source: the OMol25 dataset
Level of theory: the ωB97M-V functional and the def2-TZVPD basis

Cartesian coordinates (Å):
O -0.22 0.67 0.08
O -0.06 1.97 -1.84
N 0.57 -1.35 0.14
C -0.50 -1.77 1.04
C -0.06 1.99 -0.46
C 0.74 -0.14 -0.39
H -1.43 -1.94 0.50
H 0.86 2.41 -0.05
H 0.66 1.36 -2.07
H -0.93 2.56 -0.12
H -0.20 -2.70 1.54
H -0.67 -1.00 1.79
H 1.23 -2.05 -0.17

Output
**Energy relative to the best compared isomer or geometry (same formula, charge and spin)**: 255.7 kJ/mol
**E_HOMO**: -8.93 eV
**Orbital gap**: 9.87 eV
**2S+1**: 1
**Net charge**: 0
**Strongest force on any atom**: 0.6 eV Å⁻¹


(2)
Formula: C3H7NO2
Source: the OMol25 dataset
Level of theory: the ωB97M-V functional and the def2-TZVPD basis

Cartesian coordinates (Å):
O -0.30 0.22 0.72
O 0.83 -1.67 0.25
N -0.10 1.13 -1.85
C -0.75 -0.36 1.95
C 0.88 0.19 -1.32
C 0.47 -0.56 -0.05
H 0.09 -0.73 2.54
H -1.28 0.43 2.48
H 1.14 -0.55 -2.08
H -1.43 -1.19 1.75
H 1.79 0.74 -1.08
H -0.91 0.63 -2.20
H -0.44 1.72 -1.10

Output
**Energy relative to the best compared isomer or geometry (same formula, charge and spin)**: 91.4 kJ/mol
**E_HOMO**: -9.49 eV
**Orbital gap**: 10.32 eV
**2S+1**: 1
**Net charge**: 0
**Strongest force on any atom**: 0.5 eV Å⁻¹


(3)
Formula: C3H7NO2
Source: the OMol25 dataset
Level of theory: the ωB97M-V functional and the def2-TZVPD basis

Cartesian coordinates (Å):
O -1.04 -2.10 0.03
O -0.22 -0.97 -1.72
N -0.50 1.37 -0.48
C -0.60 -1.08 -0.41
C 1.04 0.14 1.02
C -0.31 0.20 0.34
H 1.03 -0.60 1.83
H -0.48 -1.79 -2.14
H -1.04 0.30 1.14
H -1.15 2.06 -0.19
H 0.09 1.57 -1.27
H 1.87 -0.19 0.38
H 1.31 1.09 1.47

Output
**Energy relative to the best compared isomer or geometry (same formula, charge and spin)**: 71.1 kJ/mol
**E_HOMO**: -9.00 eV
**Orbital gap**: 9.84 eV
**2S+1**: 1
**Net charge**: 0
**Strongest force on any atom**: 1.3 eV Å⁻¹


Question: net charge of number 2 (C3H7NO2)?
Answer: 0


Question: What is the formula in the second record?
Answer: C3H7NO2


Copy entry 3 word for word.
Formula: C3H7NO2
Source: the OMol25 dataset
Level of theory: the ωB97M-V functional and the def2-TZVPD basis

Cartesian coordinates (Å):
O -1.04 -2.10 0.03
O -0.22 -0.97 -1.72
N -0.50 1.37 -0.48
C -0.60 -1.08 -0.41
C 1.04 0.14 1.02
C -0.31 0.20 0.34
H 1.03 -0.60 1.83
H -0.48 -1.79 -2.14
H -1.04 0.30 1.14
H -1.15 2.06 -0.19
H 0.09 1.57 -1.27
H 1.87 -0.19 0.38
H 1.31 1.09 1.47

Output
**Energy relative to the best compared isomer or geometry (same formula, charge and spin)**: 71.1 kJ/mol
**E_HOMO**: -9.00 eV
**Orbital gap**: 9.84 eV
**2S+1**: 1
**Net charge**: 0
**Strongest force on any atom**: 1.3 eV Å⁻¹


Question: Which of these has the lowest energy relative to the best compared isomer or geometry (same formula, charge and spin)?
Answer: number 3